Formula: C6H8O2
Source: the OMol25 dataset
Level of theory: ωB97M-V/def2-TZVPD

```
16
Properties=species:S:1:pos:R:3:mulliken_charge:R:1
C -0.972 -0.104 -0.045 0.367
C 0.194 -0.647 -0.815 -0.791
C 1.076 0.000 0.207 0.642
C -0.092 -0.576 1.184 -0.575
C 0.660 1.473 0.059 -0.954
C -0.748 1.292 -0.180 -0.442
H -2.870 -0.393 0.488 0.365
H 0.638 -0.237 -1.775 0.374
H 0.045 -1.771 -0.833 0.239
H 2.887 -0.487 -0.700 0.301
H -0.212 -1.691 0.925 0.286
H -0.295 0.021 2.028 0.483
H 1.186 2.323 -0.104 0.530
H -1.545 2.059 -0.104 0.347
O -2.276 -0.647 -0.286 -0.601
O 2.324 -0.614 -0.048 -0.570
```

The LUMO energy comes out at 0.79 eV. Its spin multiplicity is 1. The value obtained for the highest occupied orbital energy is -0.3127 Ha. As for the charge: 0. As for the total energy: -10441.1325 eV. For the largest force on an atom, the calculation gives 0.1662 hartree/bohr. As for the frontier orbital gap: 9.3 eV. As for the relative energy (zero: lowest compared OMol25 entry of this formula, charge and spin): 539.7 kJ/mol.